1.
31
Properties=species:S:1:pos:R:3:mulliken_spin:R:1 method="wB97M-V/def2-TZVPD" homo_lumo_gap_ev="7.472 / 4.630" multiplicity=3 charge=+1 relative_energy_ev=0.4648
C -0.70980 -2.38842 -0.03180 0.150
C -1.81772 -1.53524 -0.01853 0.127
C 0.53097 -1.88541 -0.30606 0.157
C -1.74564 -0.14937 -0.19666 0.218
C 0.78099 -0.61722 -0.74233 0.158
C -0.37652 0.32249 -0.74175 -0.009
C -2.70597 0.82081 0.10085 0.036
C -4.05077 0.54931 0.12124 0.264
C 2.00220 -0.06416 -1.19101 0.094
C -5.21194 1.32394 0.61480 -0.007
C 3.12112 -0.49424 1.60096 0.013
C 4.57898 0.99339 -0.26791 -0.003
N -0.25061 1.42330 -1.37569 0.347
P 2.86485 0.83941 0.36433 0.321
H -0.94816 -3.35710 0.18905 0.019
H -2.64967 -2.11097 0.33755 0.004
H 1.37144 -2.46292 -0.27609 0.006
H -2.19794 1.70464 0.33245 -0.001
H -4.50216 -0.29797 -0.23440 0.010
H 2.77846 -0.90296 -1.44509 0.031
H 1.70246 0.83654 -1.92570 0.003
H -5.54471 0.85906 1.53272 0.025
H -4.76662 2.25467 0.90534 -0.003
H -5.80679 1.54666 -0.23229 0.018
H 3.64533 -1.36853 1.09601 0.012
H 2.26771 -0.85884 2.04314 -0.001
H 3.61678 -0.10014 2.47118 0.000
H 5.13922 0.11038 -0.25529 0.004
H 5.17048 1.73768 0.37074 0.013
H 4.65444 1.11726 -1.33311 -0.001
H -0.94040 2.15397 -1.50662 -0.005

=====

2.
39
Properties=species:S:1:pos:R:3:mulliken_charge:R:1 method="wB97M-V/def2-TZVPD" homo_lumo_gap_ev="5.875 / 5.927" charge=+2 relative_energy_ev=1.3070
Au -1.47059 1.35951 -0.16172 0.148
C 0.89160 -0.16950 2.73394 -1.008
As -0.51559 -0.50956 1.47283 0.637
C -1.79943 -1.62788 2.34560 -1.121
C 0.29887 -1.50842 0.03485 0.669
C 0.45687 -2.87517 0.25069 -0.727
C 1.09659 -3.67009 -0.69175 -0.814
C 1.57906 -3.10741 -1.86353 -0.866
C 1.41826 -1.74801 -2.09810 -0.502
C 0.78471 -0.93314 -1.16491 0.393
As 0.59913 0.93531 -1.59374 0.400
C 2.27414 1.78516 -1.20778 -1.002
C 0.37420 1.06193 -3.49502 -1.121
H 1.27471 -1.15449 2.99894 0.474
H 0.49266 0.33762 3.60769 0.430
H 1.67254 0.42731 2.27466 0.334
H -1.28407 -2.49604 2.75180 0.458
H -2.56042 -1.93926 1.63755 0.379
H -2.24313 -1.05728 3.15769 0.413
H 0.09260 -3.33837 1.15816 0.308
H 1.21626 -4.72983 -0.50737 0.431
H 2.07803 -3.72543 -2.59861 0.430
H 1.79735 -1.33199 -3.02199 0.328
H 3.00564 1.33705 -1.87681 0.435
H 2.55402 1.60777 -0.17464 0.322
H 2.19417 2.85198 -1.39712 0.419
H 1.24815 0.66322 -4.00493 0.439
H 0.26570 2.11576 -3.73851 0.417
H -0.51476 0.51805 -3.80053 0.383
O -2.82769 -0.31103 -0.83205 -0.522
H -3.73308 -0.27276 -0.48789 0.310
H -2.91510 -0.54276 -1.76850 0.296
F -0.61744 3.89479 0.13970 -0.195
C -0.64975 2.84072 0.93190 0.564
F 0.57937 2.54047 1.35505 -0.136
C -1.58303 3.12894 2.16127 0.779
F -2.83388 3.23831 1.71623 -0.220
F -1.18918 4.25754 2.71129 -0.193
F -1.50747 2.14699 3.04563 -0.168

=====

3.
38
Properties=species:S:1:pos:R:3:mulliken_charge:R:1 method="wB97M-V/def2-TZVPD" homo_lumo_gap_ev=9.923
O -1.12141 0.67243 1.23190 -0.452
C -1.34748 1.54790 1.95286 0.447
F -1.32773 1.32728 3.28792 -0.266
C -1.67314 2.95900 1.47564 -0.358
B -3.20999 3.36293 1.79238 0.224
Br -3.47689 4.91968 2.92928 -0.188
C -4.33950 2.47008 1.11373 -0.400
C -5.66302 2.33696 1.88596 0.383
O -6.10554 3.06731 2.66395 -0.352
Br -6.73746 0.72320 1.42708 -0.214
H -0.99090 3.72895 1.87704 0.314
H -1.60954 2.92850 0.36703 0.248
H -4.54344 2.83052 0.08221 0.355
H -3.94216 1.43747 0.98711 0.232
C 0.82793 -2.96936 -1.98208 -1.245
C 0.18546 -2.28292 -0.78115 -0.089
C -1.34228 -2.23526 -0.86368 -0.349
C -1.76561 -1.47862 -2.06205 0.184
N -2.09203 -0.89237 -2.98452 -0.466
H 0.62013 -2.43352 -2.91019 0.354
H 1.91155 -3.00325 -1.86291 0.231
H 0.46504 -3.99464 -2.08849 0.384
H 0.58042 -1.26674 -0.69918 0.047
H 0.47404 -2.81435 0.12903 0.355
H -1.75057 -1.74806 0.02290 0.209
H -1.75472 -3.24453 -0.91633 0.389
C 3.29253 0.57955 -0.79062 -1.143
C 3.90324 -0.35149 0.25139 -0.317
C 5.12983 -1.10772 -0.26945 -0.443
C 4.75677 -1.94687 -1.42818 0.268
N 4.46903 -2.59292 -2.32274 -0.432
H 2.92799 0.02669 -1.65878 0.331
H 2.44213 1.11704 -0.36770 0.245
H 4.02251 1.31621 -1.13434 0.394
H 3.14296 -1.06479 0.58003 0.213
H 4.19360 0.23384 1.12676 0.326
H 5.53742 -1.74889 0.51322 0.286
H 5.91083 -0.40926 -0.57500 0.296

=====

4.
32
Properties=species:S:1:pos:R:3:mulliken_charge:R:1 method="wB97M-V/def2-TZVPD" homo_lumo_gap_ev=6.919 relative_energy_ev=0.0000
C 0.70261 -2.05267 1.95472 -1.378
C 1.18744 -1.00837 0.94589 -0.454
C 0.32693 0.25054 0.64838 0.343
C 1.00527 1.47427 0.55933 0.884
C 2.49449 1.48946 0.78894 -1.822
C 0.32277 2.63049 0.16996 -0.939
C -1.05416 2.61083 -0.10477 0.698
C -1.72763 3.89146 -0.53714 -1.445
C -1.69771 1.36549 -0.15810 -0.867
C -1.03147 0.19235 0.23927 1.438
C -1.79549 -1.10575 0.16840 -1.512
H 1.62844 -2.40902 2.43898 0.419
H 0.11941 -1.53664 2.72590 0.357
H 0.20089 -2.95771 1.55181 0.246
H 2.21069 -0.69360 1.25811 0.239
H 2.87046 2.50821 0.76125 0.380
H 2.78412 1.07334 1.76143 0.380
H 2.99742 0.91680 -0.00352 0.372
H 0.91019 3.54701 0.11276 0.310
H -2.78303 3.67014 -0.73433 0.354
H -1.65712 4.69590 0.21426 0.331
H -1.29140 4.28370 -1.47263 0.302
H -2.77240 1.33023 -0.43918 0.188
H -2.84759 -0.83419 0.05221 0.392
H -1.44565 -1.71980 -0.67115 0.131
H -1.77279 -1.67814 1.09437 0.330
H 1.39517 -1.52517 0.01766 0.313
B 0.51265 -4.15350 -2.53811 -0.009
H 1.68695 -3.91582 -2.70551 0.008
H 0.27038 -4.80434 -1.54044 0.008
C -0.50879 -3.21472 -3.13669 0.407
N -1.24107 -2.32076 -3.42206 -0.404

=====

5.
37
Properties=species:S:1:pos:R:3:mulliken_spin:R:1 method="wB97M-V/def2-TZVPD" homo_lumo_gap_ev="2.589 / 12.068" multiplicity=2 charge=+1
Ca -3.37837 -2.17924 -8.60270 1.278
C -7.47919 -4.37372 -6.58279 0.017
C -6.42136 -3.83356 -7.40653 0.043
N -5.54250 -3.42131 -8.01935 0.021
H -7.47431 -5.45650 -6.45761 -0.002
H -8.39328 -4.09571 -7.10744 -0.010
H -7.31268 -4.13068 -5.53336 -0.008
C -4.64597 -4.26296 -13.09196 0.060
C -4.33062 -4.00668 -11.63766 0.244
N -4.09814 -3.69606 -10.54763 -0.346
H -3.77774 -4.71631 -13.57025 -0.015
H -4.58053 -3.25501 -13.50166 -0.011
H -5.59315 -4.78531 -13.22647 -0.009
C -4.82829 -1.71257 -3.88490 0.059
C -4.24715 -1.69109 -5.27635 0.130
N -3.79801 -1.63991 -6.36851 -0.122
H -5.89766 -1.92335 -3.89570 -0.026
H -4.62941 -0.76569 -3.38294 0.002
H -4.17136 -2.36790 -3.31298 -0.014
C -0.23919 1.51750 -9.05725 0.212
C -1.34396 0.69898 -8.62352 0.285
N -2.22777 -0.02288 -8.26835 -0.624
H -0.33913 2.40721 -8.43554 -0.006
H -0.25773 1.70314 -10.13117 -0.038
H 0.66854 0.96621 -8.81192 -0.040
C -7.07968 0.50747 -10.76706 0.028
C -5.93979 -0.32679 -10.22144 0.096
N -5.07666 -0.99329 -9.85889 -0.119
H -7.34232 1.38841 -10.18135 -0.011
H -7.96651 -0.12458 -10.81340 -0.007
H -6.85877 0.76760 -11.80226 -0.015
C -1.16810 -5.84466 -6.08991 0.093
C -1.96437 -4.93262 -6.89641 0.295
N -2.56387 -4.23143 -7.60719 -0.393
H -1.72135 -6.77417 -5.95566 -0.003
H -1.06533 -5.46175 -5.07457 -0.018
H -0.17670 -6.04912 -6.49416 -0.026

=====

| no. | calculated total energy (eV) |
| --- | --- |
| 1 | -23486.8013 |
| 2 | -153722.7021 |
| 3 | -163290.8876 |
| 4 | -14900.9036 |
| 5 | -40108.6973 |